Entry 1:
This record from the OMol25 dataset describes 17 unconnected molecules or ions with the total composition C75H180N10O17 at a distorted geometry. The level of theory is the ωB97M-V functional and the def2-TZVPD basis.

```
! RIJCOSX wB97M-V def2-TZVPD def2/J DEFGRID3
* xyz 0 1
O -1.265 -3.189 3.626
H -1.537 -4.084 3.401
H -2.095 -2.635 3.450
O 1.097 -4.951 1.918
H 1.272 -4.749 1.007
H 1.870 -4.640 2.411
O 3.980 -3.600 -1.899
H 4.448 -3.155 -1.158
H 3.980 -2.920 -2.646
O 7.034 -1.037 2.000
H 7.256 -0.122 1.731
H 6.527 -1.126 2.824
O 1.403 -4.314 -0.994
H 1.043 -4.853 -1.725
H 2.346 -4.247 -1.217
O 5.987 -2.474 -0.337
H 6.231 -1.899 0.468
H 6.677 -3.168 -0.437
O -3.991 -4.518 2.221
H -3.102 -5.003 2.273
H -4.375 -4.852 1.411
C -5.073 -1.570 6.679
C -4.423 -2.017 5.308
C -5.438 -1.835 4.206
C -5.527 -0.378 3.730
C -4.161 0.147 3.488
C -3.141 0.053 4.648
N -3.085 -1.425 4.957
O -2.217 -1.603 6.021
C -1.802 0.376 4.047
C -3.463 1.063 5.722
C -4.118 -3.546 5.421
H -5.721 -0.749 6.454
H -4.273 -1.262 7.420
H -5.777 -2.300 7.065
H -5.244 -2.507 3.355
H -6.481 -2.160 4.562
H -5.969 0.285 4.418
H -6.096 -0.382 2.825
H -4.294 1.190 3.155
H -3.737 -0.368 2.580
H -1.902 1.265 3.424
H -1.043 0.566 4.792
H -1.513 -0.433 3.422
H -3.545 2.043 5.217
H -4.369 0.819 6.307
H -2.627 1.198 6.429
H -3.922 -3.985 4.429
H -4.996 -4.128 5.796
H -3.213 -3.649 6.080
H -1.460 -2.153 5.695
C 1.953 2.749 -3.127
C 1.394 3.156 -4.534
C 0.833 4.497 -4.462
C 1.711 5.705 -4.508
C 2.826 5.657 -5.708
C 3.473 4.261 -5.665
N 2.399 3.199 -5.665
O 2.942 1.898 -5.943
C 4.213 4.094 -6.986
C 4.492 4.173 -4.544
C 0.272 2.103 -4.960
H 2.702 1.916 -3.197
H 1.059 2.368 -2.599
H 2.313 3.627 -2.654
H 0.249 4.470 -5.362
H -0.015 4.434 -3.743
H 2.213 5.816 -3.544
H 1.201 6.693 -4.655
H 3.501 6.481 -5.573
H 2.317 5.721 -6.755
H 3.541 3.832 -7.779
H 4.731 5.014 -7.179
H 4.916 3.262 -6.931
H 4.940 3.190 -4.459
H 5.295 4.811 -4.833
H 4.096 4.475 -3.589
H 0.604 1.062 -4.744
H 0.033 2.291 -6.025
H -0.641 2.244 -4.339
H 3.050 1.547 -5.052
C -4.920 -2.656 -0.425
C -6.039 -3.316 -1.173
C -6.466 -2.398 -2.384
C -5.471 -2.531 -3.551
C -5.371 -4.060 -3.927
C -4.754 -4.873 -2.834
N -5.700 -4.655 -1.685
O -5.327 -5.434 -0.592
C -4.890 -6.343 -3.229
C -3.297 -4.452 -2.627
C -7.290 -3.452 -0.366
H -4.167 -2.188 -1.184
H -4.371 -3.269 0.266
H -5.322 -1.729 0.055
H -7.453 -2.715 -2.870
H -6.631 -1.406 -2.044
H -4.500 -2.144 -3.219
H -5.768 -1.943 -4.419
H -4.597 -4.115 -4.743
H -6.305 -4.459 -4.294
H -4.148 -6.551 -4.031
H -4.566 -6.945 -2.350
H -5.950 -6.655 -3.628
H -2.609 -4.863 -3.368
H -3.119 -3.371 -2.694
H -3.047 -4.770 -1.608
H -7.659 -2.478 -0.051
H -7.160 -4.097 0.563
H -8.071 -3.949 -0.977
H -5.958 -6.165 -0.514
C -3.902 2.133 -3.791
C -4.109 2.893 -2.458
C -5.025 4.095 -2.852
C -5.710 4.671 -1.631
C -6.524 3.552 -0.930
C -5.590 2.503 -0.360
N -4.854 2.016 -1.587
O -4.033 0.960 -1.086
C -4.745 2.825 0.801
C -6.424 1.308 0.025
C -2.757 3.375 -1.883
H -4.790 1.679 -4.173
H -3.168 1.337 -3.677
H -3.539 2.810 -4.555
H -4.494 4.872 -3.368
H -5.822 3.834 -3.569
H -6.309 5.522 -1.987
H -4.993 4.976 -0.863
H -7.206 2.975 -1.525
H -6.917 4.070 -0.047
H -4.403 3.889 0.762
H -5.265 2.807 1.799
H -3.883 2.141 0.818
H -7.286 1.653 0.576
H -6.732 0.825 -0.914
H -5.836 0.536 0.595
H -2.102 3.952 -2.509
H -2.202 2.450 -1.652
H -2.964 3.808 -0.916
H -4.487 0.162 -1.431
C -0.367 -2.082 0.409
C -0.075 -0.737 -0.337
C -0.411 0.444 0.536
C 0.555 0.511 1.705
C 1.982 0.771 1.258
C 2.407 -0.366 0.329
N 1.338 -0.455 -0.730
O 1.776 -1.383 -1.688
C 3.741 0.045 -0.368
C 2.657 -1.628 1.185
C -1.016 -0.739 -1.597
H 0.383 -2.810 0.182
H -1.447 -2.349 0.279
H -0.283 -1.962 1.487
H -0.365 1.418 -0.040
H -1.392 0.357 0.932
H 0.436 -0.364 2.334
H 0.186 1.298 2.328
H 2.648 0.801 2.173
H 1.947 1.812 0.878
H 4.426 0.545 0.334
H 4.295 -0.672 -0.946
H 3.475 0.880 -1.024
H 2.712 -2.475 0.512
H 3.592 -1.510 1.686
H 1.858 -1.866 1.819
H -0.911 0.221 -2.114
H -1.931 -0.837 -1.048
H -0.727 -1.619 -2.214
H 1.347 -2.235 -1.453
C 5.826 -0.632 -3.387
C 5.253 -1.296 -4.530
C 5.916 -2.696 -4.750
C 5.254 -3.577 -5.780
C 3.846 -3.771 -5.359
C 3.058 -2.502 -5.124
N 3.848 -1.666 -4.208
O 3.112 -0.460 -3.968
C 2.790 -1.776 -6.488
C 1.722 -2.819 -4.454
C 5.487 -0.400 -5.735
H 6.888 -0.464 -3.639
H 5.753 -1.246 -2.477
H 5.425 0.371 -3.226
H 7.066 -2.516 -5.061
H 5.916 -3.176 -3.816
H 5.792 -4.576 -5.704
H 5.305 -3.199 -6.801
H 3.875 -4.393 -4.425
H 3.262 -4.329 -6.114
H 1.908 -2.139 -6.973
H 2.626 -0.689 -6.377
H 3.593 -1.927 -7.200
H 1.891 -3.046 -3.364
H 0.997 -1.968 -4.521
H 1.204 -3.741 -4.821
H 6.530 -0.434 -5.882
H 5.138 0.543 -5.437
H 4.971 -0.734 -6.636
H 2.691 -0.614 -3.110
C -2.328 5.024 4.024
C -0.845 4.832 3.576
C -0.819 4.322 2.074
C -1.111 5.402 1.034
C -0.249 6.639 1.234
C -0.310 7.239 2.656
N -0.052 6.151 3.590
O -0.099 6.604 4.928
C 0.847 8.247 2.745
C -1.652 7.989 2.969
C -0.076 3.928 4.605
H -2.598 3.958 4.064
H -2.782 5.381 3.109
H -2.610 5.543 4.931
H 0.098 3.750 1.765
H -1.674 3.588 2.004
H -2.223 5.595 1.104
H -0.870 5.061 0.013
H -0.389 7.433 0.553
H 0.780 6.262 1.064
H 0.628 8.892 3.677
H 1.757 7.623 2.892
H 0.892 8.941 1.968
H -2.485 7.372 2.693
H -1.744 8.150 4.036
H -1.670 8.921 2.424
H 0.398 4.456 5.440
H 0.729 3.405 4.087
H -0.585 3.096 5.124
H 0.834 6.640 5.164
C 1.923 -0.749 5.544
C 3.338 -1.043 5.004
C 4.313 0.034 5.278
O 5.587 -0.322 4.783
C 6.534 0.753 4.720
N 3.804 -2.233 5.689
H 1.450 0.096 5.008
H 2.038 -0.303 6.549
H 1.284 -1.606 5.283
H 3.324 -1.068 3.876
H 4.317 0.205 6.312
H 4.000 0.929 4.738
H 6.483 1.318 5.665
H 6.279 1.392 3.914
H 7.547 0.351 4.698
H 3.132 -3.003 5.691
H 4.644 -2.710 5.390
C -0.817 -7.056 0.369
C -1.641 -7.242 1.631
C -1.198 -8.521 2.239
O -2.035 -8.943 3.317
C -1.519 -10.017 4.004
N -1.575 -6.136 2.621
H -1.220 -7.828 -0.372
H 0.253 -7.127 0.631
H -0.935 -6.111 -0.158
H -2.712 -7.253 1.372
H -0.152 -8.460 2.547
H -1.183 -9.286 1.439
H -1.480 -10.883 3.311
H -2.102 -10.255 4.845
H -0.449 -9.831 4.280
H -0.631 -5.829 2.747
H -1.811 -6.481 3.533
C 8.386 3.155 -0.628
C 7.519 2.917 0.635
C 6.417 4.072 0.648
O 5.627 4.063 1.832
C 6.154 4.695 2.941
N 7.001 1.561 0.660
H 8.826 2.134 -0.763
H 9.226 3.901 -0.524
H 7.839 3.393 -1.536
H 8.248 2.986 1.513
H 5.766 4.017 -0.197
H 6.977 4.995 0.698
H 5.961 5.777 2.949
H 7.289 4.581 2.989
H 5.745 4.250 3.793
H 6.725 1.301 -0.249
H 6.162 1.429 1.173
*
```

As for the LUMO energy: 0.0140 hartree.



Entry 2:
This record from the OMol25 dataset describes 8 unconnected molecules or ions with the total composition C24H34O24 at a distorted geometry. The level of theory is the ωB97M-V functional and the def2-TZVPD basis.

```
! RIJCOSX wB97M-V def2-TZVPD def2/J DEFGRID3
* xyz 0 1
C -0.725 2.353 0.846
O -0.104 1.417 -0.034
C -0.299 0.114 0.124
O -0.568 -0.361 1.199
O 0.012 -0.501 -1.005
C 0.103 -1.917 -0.958
H -1.797 2.146 0.866
H -0.508 3.315 0.393
H -0.312 2.285 1.851
H 0.538 -2.289 -1.882
H -0.876 -2.382 -0.824
H 0.740 -2.243 -0.136
O 2.198 7.136 -2.386
C 1.088 6.758 -2.584
O 0.770 5.501 -2.923
C -0.622 5.349 -2.757
C -1.149 6.779 -2.925
O 0.000 7.537 -2.486
H -1.016 4.673 -3.514
H -0.969 4.893 -1.824
H -1.961 7.025 -2.250
H -1.444 6.886 -3.969
O 0.076 1.998 -4.363
C -0.881 1.601 -3.769
O -1.404 0.364 -3.901
C -2.561 0.278 -3.099
C -2.617 1.591 -2.304
O -1.546 2.331 -2.878
H -3.484 0.282 -3.689
H -2.558 -0.624 -2.489
H -2.503 1.465 -1.225
H -3.596 2.054 -2.436
O 2.947 -0.979 -0.714
C 3.452 -1.291 0.323
O 3.428 -2.518 0.841
C 3.746 -2.506 2.220
C 4.602 -1.206 2.259
O 4.105 -0.476 1.164
H 2.855 -2.422 2.847
H 4.285 -3.397 2.530
H 5.680 -1.395 2.294
H 4.468 -0.624 3.173
O -3.514 -2.144 -0.569
C -4.634 -1.901 -0.246
O -5.642 -2.840 -0.319
C -6.837 -2.238 0.157
C -6.287 -1.149 1.085
O -5.036 -0.850 0.496
H -7.394 -1.812 -0.680
H -7.435 -2.935 0.739
H -6.259 -1.532 2.108
H -6.930 -0.270 1.122
O 3.161 -1.023 5.393
C 2.047 -0.814 5.004
O 1.575 0.354 4.549
C 0.165 0.261 4.446
C -0.175 -1.296 4.565
O 1.110 -1.751 4.975
H -0.246 0.826 5.282
H -0.274 0.533 3.489
H -0.426 -1.667 3.574
H -0.971 -1.436 5.289
O -1.379 -6.805 1.076
C -0.243 -6.644 0.790
O 0.153 -5.782 -0.199
C 1.504 -5.413 0.080
C 2.022 -6.668 0.809
O 0.831 -7.312 1.232
H 2.142 -5.189 -0.773
H 1.497 -4.495 0.670
H 2.552 -6.358 1.708
H 2.629 -7.286 0.153
O 2.646 4.498 0.371
C 2.833 3.663 -0.449
O 4.034 3.131 -0.770
C 3.896 2.381 -1.971
C 2.414 2.087 -2.030
O 1.867 3.102 -1.200
H 4.283 2.931 -2.834
H 4.499 1.472 -2.008
H 2.171 1.088 -1.678
H 2.062 2.282 -3.041
*
```

As for the LUMO energy: 0.0015 hartree. The SMILES is COC(=O)OC.O=C1OCCO1.O=C1OCCO1.O=C1OCCO1.O=C1OCCO1.O=C1OCCO1.O=C1OCCO1.O=C1OCCO1. For the energy above the lowest of the compared OMol25 structures with the same formula, charge and spin, the calculation gives 5.6 kcal per mole.



Entry 3:
This record from the OMol25 dataset describes 3 unconnected molecules or ions with the total composition C21H45BrF4N6O4P2 at a distorted geometry. The level of theory is the ωB97M-V functional and the def2-TZVPD basis.

```
! RIJCOSX wB97M-V def2-TZVPD def2/J DEFGRID3
* xyz 0 1
C -2.377 2.039 -6.849
C -1.844 2.006 -5.761
C -1.344 1.939 -4.273
C -1.009 0.420 -3.878
C -1.826 -0.064 -2.601
C -3.278 -0.632 -2.981
Br -4.611 0.844 -2.701
O -0.207 2.821 -4.100
C -0.461 3.879 -3.244
O -0.203 4.997 -3.628
C -1.009 3.756 -1.769
F -0.446 2.573 -1.231
F -2.405 3.701 -1.696
C -0.511 4.927 -0.806
F 0.854 4.712 -0.615
F -1.186 4.743 0.418
H -3.056 2.395 -7.662
H -2.223 2.235 -3.635
H -1.246 -0.296 -4.727
H 0.113 0.333 -3.723
H -2.033 0.800 -1.896
H -1.263 -0.857 -2.022
H -3.300 -1.008 -4.039
H -3.579 -1.428 -2.236
H -0.760 5.955 -1.175
C -4.845 -1.552 2.152
N -3.522 -2.106 1.961
C -3.577 -3.361 1.214
P -2.044 -1.261 1.831
O -2.266 -0.778 0.395
N -2.018 0.331 2.497
C -3.078 0.959 3.255
C -1.384 1.349 1.656
N -1.662 -1.851 3.440
C -2.541 -2.389 4.458
C -0.362 -1.454 3.974
H -5.499 -2.301 2.609
H -5.293 -1.218 1.207
H -4.868 -0.722 2.848
H -2.989 -4.128 1.731
H -3.177 -3.245 0.202
H -4.593 -3.748 1.119
H -3.927 1.226 2.616
H -2.722 1.879 3.726
H -3.423 0.339 4.082
H -2.072 1.725 0.890
H -0.502 0.950 1.157
H -1.046 2.200 2.256
H -3.266 -1.656 4.819
H -1.976 -2.732 5.331
H -3.080 -3.272 4.109
H -0.445 -0.565 4.608
H 0.338 -1.231 3.165
H 0.092 -2.260 4.560
C 3.567 -2.859 0.763
N 4.413 -2.175 -0.191
C 5.312 -3.108 -0.867
P 4.054 -0.758 -1.077
O 3.126 -1.440 -2.086
N 2.820 0.259 -0.430
C 2.154 0.092 0.840
C 1.844 0.753 -1.406
N 5.181 0.082 -0.025
C 5.703 -0.310 1.269
C 5.377 1.502 -0.301
H 4.184 -3.445 1.452
H 2.849 -3.529 0.272
H 3.015 -2.186 1.409
H 6.337 -2.723 -0.839
H 5.027 -3.255 -1.913
H 5.327 -4.092 -0.394
H 1.461 -0.760 0.825
H 1.571 0.982 1.090
H 2.855 -0.021 1.667
H 1.067 0.007 -1.612
H 2.330 1.011 -2.348
H 1.357 1.660 -1.052
H 4.924 -0.378 2.033
H 6.443 0.408 1.634
H 6.234 -1.262 1.225
H 4.734 2.124 0.332
H 5.148 1.729 -1.345
H 6.418 1.801 -0.141
*
```

As for the LUMO energy: -0.0307 hartree. The SMILES is C#C[C@@H](CCCBr)OC(=O)C(F)(F)C(F)F.CN(C)P(=O)(N(C)C)N(C)C.CN(C)P(=O)(N(C)C)N(C)C.



Entry 4:
This record from the OMol25 dataset describes a molecular structure, C5H10OS at a distorted geometry. The level of theory is the ωB97M-V functional and the def2-TZVPD basis.

```
! RIJCOSX wB97M-V def2-TZVPD def2/J DEFGRID3
* xyz 0 1
C -0.816 1.663 -0.070
C -0.018 0.412 -0.196
C 1.408 0.503 -0.699
C -0.017 -0.561 1.006
C -0.916 -1.465 0.291
H -0.645 2.371 -0.897
H -0.756 2.399 1.060
H -1.911 1.111 -0.313
H 1.872 1.307 0.061
H 1.228 0.783 -1.672
H 1.326 -1.586 -0.836
H -0.052 -0.101 2.061
H 0.703 -1.403 1.020
H -1.920 -1.497 0.773
H -0.563 -2.485 0.173
O 2.046 -0.797 -0.496
S -0.970 -0.653 -1.267
*
```

As for the LUMO energy: 0.0242 hartree. For the energy above the lowest of the compared OMol25 structures with the same formula, charge and spin, the calculation gives 109.8 kcal per mole.



| no. | electronic energy (eV) |
| --- | --- |
| 1 | -130392.0932 |
| 2 | -74578.8336 |
| 3 | -139118.3201 |
| 4 | -18225.1358 |